57
Properties=species:S:1:pos:R:3:lowdin_charge:R:1 method="wB97M-V/def2-TZVPD" homo_ev=-7.7 smiles="O=C(NCc1cc2ccccc2[nH]1)[C@H]1CCC(=O)N(CCCN2CCCC2=O)C1" gap_ev=8.27 e_lumo_ev=0.6 relative_energy_ev=0.0000 molar_mass_g_mol=396.49
O -1.2423 -2.3115 1.5647 0.047
C -0.4076 -1.4255 1.4669 -0.462
N -0.6158 -0.1633 1.8679 0.105
C -1.8885 0.2621 2.4328 -0.090
C -2.9204 0.4529 1.3686 -0.240
C -3.5030 1.5850 0.8745 0.014
C -4.3953 1.1789 -0.1562 -0.178
C -5.2614 1.8573 -1.0139 -0.043
C -5.9938 1.1280 -1.9226 -0.112
C -5.8837 -0.2639 -1.9977 -0.108
C -5.0379 -0.9622 -1.1635 -0.026
C -4.2958 -0.2337 -0.2420 -0.207
N -3.4001 -0.6416 0.6987 0.140
C 0.9618 -1.6575 0.8444 -0.201
C 1.6653 -2.8773 1.4480 -0.117
C 2.5394 -3.5981 0.4090 -0.074
C 3.0731 -2.6847 -0.6751 -0.469
O 4.2376 -2.6625 -1.0270 0.053
N 2.1113 -1.9316 -1.2630 -0.061
C 2.4482 -1.0231 -2.3344 -0.143
C 2.4723 0.4448 -1.8998 -0.134
C 3.5315 0.7067 -0.8257 -0.124
N 3.3882 2.0279 -0.2612 -0.058
C 4.1905 3.1491 -0.6963 -0.138
C 3.4476 4.3681 -0.1363 -0.147
C 2.6575 3.7994 1.0415 -0.073
C 2.4997 2.3298 0.6966 -0.445
O 1.7187 1.5440 1.2054 0.043
C 0.7980 -1.8876 -0.6651 -0.089
H 0.0944 0.5380 1.7035 0.097
H -1.7319 1.1898 2.9820 0.129
H -2.2225 -0.5216 3.1229 0.131
H -3.3290 2.5891 1.2077 0.105
H -5.3518 2.9325 -0.9609 0.106
H -6.6708 1.6348 -2.5952 0.094
H -6.4763 -0.7989 -2.7254 0.095
H -4.9522 -2.0374 -1.2189 0.106
H -3.0685 -1.5802 0.8741 0.137
H 1.5670 -0.7601 0.9877 0.114
H 0.9092 -3.5707 1.8225 0.116
H 2.2774 -2.5601 2.2930 0.121
H 1.9487 -4.3660 -0.0970 0.128
H 3.3851 -4.0906 0.8883 0.121
H 3.4390 -1.3205 -2.6873 0.124
H 1.7247 -1.1505 -3.1463 0.129
H 2.6682 1.0658 -2.7759 0.117
H 1.4979 0.7293 -1.4966 0.109
H 4.5363 0.6026 -1.2382 0.137
H 3.4181 -0.0207 -0.0178 0.121
H 5.2036 3.0670 -0.2821 0.127
H 4.2648 3.1676 -1.7861 0.124
H 2.7626 4.7636 -0.8870 0.114
H 4.1298 5.1625 0.1578 0.110
H 3.2147 3.8676 1.9781 0.127
H 1.6894 4.2739 1.1892 0.121
H 0.2231 -1.0806 -1.1219 0.136
H 0.2581 -2.8273 -0.8315 0.141